(1)
Below is 2 unconnected molecules or ions with the total composition C15H24NO3 in a non-equilibrium geometry, with properties calculated with ωB97M-V/def2-TZVPD.

E_tot	-866.1308	a.u.
Kohn-Sham gap (alpha / beta)	9.48 / 4.32	eV
F_max	3.4	eV Å⁻¹
LUMO (alpha / beta)	0.287 / -4.346	eV
multiplicity	2

CARTESIAN COORDINATES (ANGSTROEM)
O 2.559 -3.317 -1.310
O 4.244 -3.895 -2.564
O 2.565 -5.277 -2.373
N 3.107 -4.184 -2.091
C -1.532 0.374 0.173
C -1.571 -1.111 0.036
C -2.521 -1.775 0.691
C -1.170 2.199 -0.987
C 1.150 -1.672 1.123
C 0.628 1.697 0.860
C 1.383 -0.568 1.852
C 1.780 0.742 1.203
C -0.752 2.537 -2.403
C 1.292 -0.598 3.346
C -0.252 1.184 -0.243
C -2.342 1.210 -0.855
C -1.437 3.451 -0.176
C 0.925 -1.694 -0.329
C -0.544 -1.814 -0.803
H 1.069 2.649 0.528
H 1.926 -1.360 3.817
H -3.238 1.662 -0.416
H -1.771 3.209 0.841
H 2.466 1.282 1.880
H -0.562 -1.493 -1.857
H -3.280 -1.228 1.254
H 0.319 0.590 -0.971
H 2.332 0.543 0.271
H 0.147 3.165 -2.400
H 0.264 -0.837 3.653
H -2.593 -2.871 0.656
H -0.742 -2.893 -0.775
H -0.562 1.653 -3.022
H 0.022 1.911 1.750
H 1.553 -1.027 -0.950
H -2.574 0.667 -1.784
H 1.293 -2.723 -0.513
H -1.554 3.119 -2.872
H 1.551 0.391 3.756
H -1.827 0.654 1.203
H -0.558 4.100 -0.130
H 1.048 -2.657 1.601
H -2.242 4.010 -0.670

Atomic partial charges in e from the Löwdin method, atoms 1 to 6: atom 1 (O): 0.075, atom 2 (O): 0.114, atom 3 (O): 0.083, atom 4 (N): -0.493, atom 5 (C): -0.208, atom 6 (C): -0.294

---

(2)
Below is C15H24O3S in the gas phase, with properties calculated with ωB97M-V/def2-TZVPD.

E_tot	-1209.8886	a.u.
Kohn-Sham gap	9.34	eV
SMILES	CCCC(=O)[C@H]1C(=O)C[C@H](C[C@@H](C)SCC)CC1=O
F_max	0.8	eV Å⁻¹
LUMO	0.690	eV
ΔE to the lowest compared entry with this formula, charge and spin	0.000	eV
multiplicity	1

CARTESIAN COORDINATES (ANGSTROEM)
S 3.798 0.003 0.977
O -1.541 3.158 -0.257
O -2.623 -0.211 1.344
O -0.271 -0.732 -1.769
C 3.656 -2.568 -0.113
C 0.803 0.922 1.078
C -1.206 2.077 0.151
C -1.633 0.812 -0.587
C -0.498 -0.191 -0.717
C -5.175 -0.619 0.207
C -4.937 -2.123 0.250
C 3.848 1.610 -1.272
C -2.773 0.172 0.213
C -4.066 0.111 -0.549
C 2.895 0.767 -0.438
C 1.743 1.620 0.086
C -0.387 1.839 1.385
C 0.264 -0.412 0.550
C 4.603 -1.412 0.151
H 3.185 -2.888 0.813
H -1.033 1.354 2.122
H 3.317 2.047 -2.116
H 4.210 -3.407 -0.530
H -6.129 -0.414 -0.283
H 2.160 2.502 0.578
H 4.667 1.009 -1.660
H 1.067 -1.129 0.388
H 1.169 1.965 -0.780
H 5.059 -1.048 -0.769
H -4.883 -2.533 -0.757
H 5.392 -1.711 0.840
H 4.267 2.413 -0.668
H -1.993 1.085 -1.583
H -4.359 1.145 -0.756
H 2.881 -2.290 -0.825
H -4.006 -2.345 0.766
H -3.879 -0.372 -1.512
H -0.427 -0.824 1.292
H -0.055 2.799 1.782
H 2.507 -0.057 -1.038
H 1.355 0.727 2.001
H -5.747 -2.619 0.779
H -5.226 -0.230 1.225

Atomic partial charges in e from the Löwdin method, atoms 1 to 6: atom 1 (S): 0.903, atom 2 (O): 0.125, atom 3 (O): 0.114, atom 4 (O): 0.124, atom 5 (C): -0.166, atom 6 (C): -0.308

---

(3)
Below is 4 unconnected molecules or ions with the total composition C15H24O9 in a non-equilibrium geometry, with properties calculated with ωB97M-V/def2-TZVPD.

E_tot	-1263.0756	a.u.
Kohn-Sham gap	10.44	eV
SMILES	COC(=O)OC.O=C1CCCO1.O=C1CCCO1.O=C1CCCO1
F_max	5.9	eV Å⁻¹
LUMO	0.352	eV
multiplicity	1

CARTESIAN COORDINATES (ANGSTROEM)
O -2.793 5.257 -0.914
O 3.881 0.364 3.432
O 1.757 1.170 3.559
O 2.441 -1.830 -0.759
O -2.438 3.908 0.893
O -2.921 -6.781 -3.925
O 1.857 0.285 0.043
O -1.296 -5.686 -2.939
O -1.437 3.519 -1.155
C -3.605 6.171 -0.143
C 3.374 2.709 2.869
C 2.561 -3.100 -0.217
C 1.447 -1.724 1.404
C -0.812 2.426 -0.640
C -2.199 4.243 -0.274
C -0.768 -4.382 -2.678
C 3.084 1.282 3.245
C -2.642 -4.267 -4.111
C 2.004 3.393 3.068
C 1.895 -0.930 0.201
C 0.968 2.318 3.204
C 1.421 -3.136 0.892
C -1.927 -3.503 -3.069
C -2.353 -5.666 -3.715
H 1.984 3.975 3.989
H -1.695 1.810 -0.472
H 0.470 -3.441 0.455
H 3.488 2.626 1.788
H 2.354 -3.845 -0.985
H 1.695 4.077 2.277
H 0.576 2.090 2.213
H -0.118 1.785 -1.184
H 4.269 3.266 3.148
H -0.273 2.556 0.298
H -2.469 -4.066 -5.168
H 0.300 2.600 4.018
H -3.710 -4.059 -4.052
H 3.490 -3.437 0.244
H -0.362 -4.280 -1.672
H -3.928 6.955 -0.827
H 0.125 -4.243 -3.288
H -1.588 -2.537 -3.445
H 1.609 -3.853 1.692
H 2.170 -1.508 2.191
H 0.434 -1.523 1.753
H -2.618 -3.173 -2.293
H -3.223 6.539 0.809
H -4.482 5.646 0.237

Atomic partial charges in e from the Löwdin method, atoms 1 to 6: atom 1 (O): 0.002, atom 2 (O): 0.081, atom 3 (O): 0.001, atom 4 (O): 0.007, atom 5 (O): 0.092, atom 6 (O): 0.052

---

(4)
Below is a molecular structure, C15H25AlN3O7S2 in a non-equilibrium geometry, with properties calculated with ωB97M-V/def2-TZVPD.

E_tot	-2316.3695	a.u.
Kohn-Sham gap	10.15	eV
F_max	2.8	eV Å⁻¹
net charge	+1
LUMO	-2.327	eV
multiplicity	1

CARTESIAN COORDINATES (ANGSTROEM)
S 6.952 10.142 10.970
S 5.833 8.907 7.920
Al 6.015 11.356 8.435
O 6.784 10.373 12.369
O 8.286 10.287 10.409
O 5.862 8.057 6.758
O 4.745 9.930 8.079
O 6.030 11.051 10.210
O 7.002 9.861 7.968
O 7.502 12.590 8.458
N 4.424 12.617 8.569
N 5.995 11.823 6.397
N 9.693 12.632 8.351
C 9.764 14.904 7.573
C 8.554 12.682 9.087
C 8.874 15.289 8.787
C 9.727 13.420 7.135
C 8.649 13.234 10.437
C 5.831 8.002 9.457
C 4.549 13.983 7.994
C 5.987 13.271 5.989
C 4.700 13.968 6.477
C 6.179 7.750 11.811
C 6.252 8.537 10.677
C 5.299 6.713 9.407
C 5.754 6.411 11.733
C 9.139 14.696 10.197
C 5.242 5.918 10.561
H 4.714 14.975 6.109
H 5.273 11.323 5.912
H 6.129 13.329 4.924
H 6.860 13.779 6.397
H 3.849 13.481 6.008
H 8.959 16.372 8.918
H 9.471 15.572 6.759
H 4.156 12.736 9.536
H 10.667 13.161 6.651
H 4.794 4.913 10.548
H 10.786 15.171 7.805
H 8.583 15.306 10.905
H 6.509 8.198 12.712
H 5.758 5.810 12.597
H 9.273 12.659 11.097
H 7.823 15.084 8.568
H 6.882 11.402 6.058
H 3.675 12.094 8.097
H 7.641 13.251 10.824
H 5.449 14.459 8.424
H 4.898 6.348 8.444
H 8.951 13.143 6.425
H 3.702 14.654 8.250
H 10.198 14.828 10.461
H 10.502 12.887 8.912

Atomic partial charges in e from the Löwdin method, atoms 1 to 6: atom 1 (S): 0.588, atom 2 (S): 0.715, atom 3 (Al): -0.239, atom 4 (O): -0.252, atom 5 (O): -0.258, atom 6 (O): -0.216

---

(5)
Below is 3 unconnected molecules or ions with the total composition C15H25Br5FO8P, with properties calculated with ωB97M-V/def2-TZVPD.

E_tot	-14499.9126	a.u.
Kohn-Sham gap	10.51	eV
SMILES	C[C@H](O)C[C@@]1(P(=O)(O)O)C(=O)O[C@@](F)(CCOC=O)[C@]1(C)Br.BrCCBr.BrCCBr
F_max	0.5	eV Å⁻¹
LUMO	0.413	eV
ΔE to the lowest compared entry with this formula, charge and spin	0.000	eV
multiplicity	1

CARTESIAN COORDINATES (ANGSTROEM)
Br 0.906 5.920 -1.699
Br 4.090 5.186 -0.032
Br -4.024 -2.823 2.830
Br 0.783 1.314 -1.363
Br -3.067 -5.020 0.135
P -2.097 -0.540 -0.270
F -0.114 1.201 1.391
O -0.520 -2.957 1.462
O 0.863 -2.895 -3.344
O 0.393 4.189 2.799
O -3.032 -1.732 -0.742
O -2.228 0.389 -1.557
O -2.442 0.066 1.014
O 2.029 3.045 1.762
O 0.294 -0.929 1.955
C 0.789 0.191 1.255
C 2.130 7.132 -0.796
C -0.246 -1.854 1.107
C -0.367 -1.268 -0.299
C 1.999 1.941 2.678
C -3.353 -5.473 2.001
C 1.012 3.920 1.818
C 3.570 6.763 -1.039
C -4.500 -4.689 2.580
C -0.111 -1.979 -2.810
C 2.178 -0.988 -0.501
C -1.397 -2.033 -3.626
C -0.254 -2.396 -1.340
C 0.840 -0.270 -0.224
C 2.112 0.667 1.859
H 2.588 -1.407 0.419
H 2.073 -1.798 -1.214
H 1.918 8.120 -1.199
H 1.873 7.104 0.258
H 2.513 -0.120 2.501
H 3.762 6.543 -2.085
H -4.767 -5.078 3.559
H -2.868 -2.564 -0.269
H -1.544 -3.047 -4.010
H -2.158 1.317 -1.292
H 0.617 -3.004 -1.107
H 0.718 -2.974 -4.291
H -1.341 -1.349 -4.476
H 1.098 1.987 3.288
H -3.552 -6.542 2.023
H -5.370 -4.702 1.930
H -2.416 -5.259 2.507
H 2.859 2.016 3.345
H -1.094 -3.080 -1.240
H 2.907 -0.296 -0.916
H 4.226 7.564 -0.707
H 2.843 0.845 1.072
H 0.316 -0.976 -2.888
H 0.842 4.378 0.837
H -2.278 -1.761 -3.051

Atomic partial charges in e from the Löwdin method, atoms 1 to 6: atom 1 (Br): 0.622, atom 2 (Br): 0.647, atom 3 (Br): 0.672, atom 4 (Br): 0.893, atom 5 (Br): 0.723, atom 6 (P): 0.473

---

(6)
Below is a molecular structure, C15H25CeN4O9 in a non-equilibrium geometry, with properties calculated with ωB97M-V/def2-TZVPD.

E_tot	-1957.0993	a.u.
Kohn-Sham gap	6.02	eV
F_max	5.0	eV Å⁻¹
net charge	+3
LUMO	-12.424	eV
ΔE to the lowest compared entry with this formula, charge and spin	1.447	eV
multiplicity	1

CARTESIAN COORDINATES (ANGSTROEM)
Ce 0.104 0.144 0.206
O -0.767 -0.548 -4.436
O 0.216 0.080 -2.520
O 2.380 -0.574 -0.528
O 1.076 2.044 1.035
O 0.290 -2.270 -0.930
O -3.802 1.188 1.589
O -1.817 1.583 0.717
O -1.173 0.234 2.930
O -1.097 -1.258 1.299
N 1.512 4.157 1.738
N 1.649 -0.587 2.220
N 0.102 2.808 2.942
N -2.030 0.024 -1.244
C 3.369 0.424 -0.787
C 0.883 2.983 1.863
C -0.681 -3.303 -0.759
C -4.363 -1.081 -2.186
C 1.613 -2.806 -0.849
C -4.334 -0.473 -0.934
C 2.585 -1.737 -1.331
C -3.229 -1.070 -2.991
C 2.481 4.456 0.705
C -2.881 0.984 0.695
C -0.696 -0.770 2.402
C -2.069 -0.506 -2.462
C -3.135 0.090 -0.501
C -0.750 -0.316 -3.156
C 0.619 -1.355 2.970
H 3.224 1.211 -0.044
H 4.372 0.002 -0.678
H -0.619 -4.028 -1.578
H 0.676 -1.205 4.055
H -5.233 -0.446 -0.338
H 1.835 -3.077 0.193
H 2.612 3.576 0.078
H -1.663 -2.835 -0.744
H -4.585 0.618 1.536
H 0.069 -0.355 -4.898
H 3.258 0.836 -1.794
H -0.527 -3.817 0.193
H -0.464 1.966 3.028
H 3.438 4.722 1.157
H 1.697 -3.696 -1.484
H 1.326 4.896 2.397
H 2.554 -1.056 2.295
H -5.275 -1.533 -2.545
H 2.391 -1.498 -2.383
H -3.238 -1.491 -3.983
H 1.770 0.315 2.694
H -0.132 3.572 3.556
H 3.619 -2.086 -1.228
H 0.705 -2.419 2.735
H 2.136 5.285 0.085

Atomic partial charges in e from the Löwdin method, atoms 1 to 6: atom 1 (Ce): 1.657, atom 2 (O): 0.236, atom 3 (O): 0.056, atom 4 (O): -0.334, atom 5 (O): -0.137, atom 6 (O): -0.279

---

(7)
Below is a molecular structure, C15H25MoN10O5 in a non-equilibrium geometry, with properties calculated with ωB97M-V/def2-TZVPD.

E_tot	-1577.6364	a.u.
Kohn-Sham gap (alpha / beta)	8.21 / 7.26	eV
F_max	1.0	eV Å⁻¹
net charge	+3
LUMO (alpha / beta)	-9.764 / -10.901	eV
multiplicity	3

CARTESIAN COORDINATES (ANGSTROEM)
Mo -0.224 0.115 -0.060
O -1.145 -2.726 -1.118
O -1.580 0.853 2.547
O -1.932 0.157 -3.814
O -0.535 1.879 0.786
O -1.437 0.487 -1.709
N 0.724 -1.045 -1.773
N -0.016 -0.767 -2.947
N 4.427 0.267 3.902
N -1.318 -1.862 -0.050
N 1.322 1.456 -0.879
N 1.452 -0.189 1.248
N 2.615 -0.932 3.181
N 0.829 -2.099 2.448
N -1.609 -0.119 1.676
N 3.440 0.905 1.932
C 1.208 2.247 -1.954
C 2.387 1.619 -0.068
C -3.324 -1.257 3.008
C -2.406 -1.117 1.847
C 3.258 3.358 -1.454
C 3.373 2.557 -0.326
C 1.646 -1.053 2.307
C -1.303 2.962 0.191
C -2.308 -2.085 0.758
C 2.154 3.200 -2.280
C -1.156 -0.043 -2.818
C -1.673 -0.403 -5.140
C -3.267 -3.213 0.642
C 2.451 0.743 1.123
C 3.482 0.071 3.017
H 0.980 -2.708 3.237
H 4.204 2.645 0.358
H 2.017 3.812 -3.161
H -3.468 -3.487 -0.394
H 0.069 -2.277 1.820
H 4.013 4.100 -1.678
H 0.192 -1.312 -3.773
H -3.348 -2.284 3.371
H -4.214 -2.939 1.102
H 5.094 1.013 3.778
H -1.046 1.586 1.900
H -1.588 -3.571 -0.935
H -2.320 2.936 0.583
H 1.691 -0.755 -1.911
H -1.714 -1.490 -5.092
H -3.007 -0.597 3.812
H -0.822 3.898 0.466
H 0.694 -2.053 -1.605
H -1.332 2.852 -0.891
H -4.342 -0.977 2.724
H 0.317 2.130 -2.557
H 4.496 -0.332 4.712
H -2.894 -4.092 1.179
H -2.485 -0.031 -5.754
H -0.720 -0.032 -5.515

Atomic partial charges in e from the Löwdin method, atoms 1 to 6: atom 1 (Mo): 1.828, atom 2 (O): -0.018, atom 3 (O): 0.020, atom 4 (O): 0.082, atom 5 (O): -0.408, atom 6 (O): -0.079

---

(8)
Below is a molecular structure, C15H25N2OPdS4Si2 in a non-equilibrium geometry, with properties calculated with ωB97M-V/def2-TZVPD.

E_tot	-3071.0877	a.u.
Kohn-Sham gap (alpha / beta)	6.62 / 5.52	eV
F_max	1.2	eV Å⁻¹
net charge	-1
LUMO (alpha / beta)	2.766 / 1.313	eV
multiplicity	3

CARTESIAN COORDINATES (ANGSTROEM)
Pd -0.994 -0.651 -0.046
S -3.421 -0.125 -0.524
S -4.205 -0.464 3.696
S -1.936 -1.533 2.164
S -5.439 0.863 1.381
Si 1.026 -0.574 -1.959
Si 1.704 -0.393 1.299
O -6.443 0.925 3.819
N -0.698 1.867 -0.510
N -2.157 -3.280 -0.884
C -0.356 4.228 -0.405
C -1.163 3.113 -0.553
C 1.043 0.224 -0.293
C -5.555 0.519 3.113
C 1.192 -2.440 -1.975
C 1.003 4.017 -0.201
C -3.365 -0.655 2.171
C 2.610 -0.001 -2.839
C -0.330 -0.046 -3.147
C 1.543 -2.255 1.529
C -3.969 -0.039 1.057
C 0.930 0.595 2.695
C 0.619 1.641 -0.320
C 3.565 -0.110 1.515
C 1.495 2.727 -0.162
H -0.779 5.223 -0.442
H 0.216 -2.928 -1.964
H -2.923 -2.848 -1.386
H 1.731 -2.725 -2.886
H -2.016 -4.213 -1.255
H -0.118 0.816 2.486
H -2.234 3.211 -0.705
H 2.681 1.093 -2.835
H -0.199 1.004 -3.424
H -2.445 -3.355 0.084
H 1.464 1.543 2.816
H 1.674 4.860 -0.077
H 3.917 -0.455 2.495
H 0.972 0.055 3.646
H -1.338 -0.152 -2.746
H 4.130 -0.648 0.745
H 2.664 -0.338 -3.882
H 1.432 -2.485 2.595
H 3.812 0.954 1.431
H 1.758 -2.807 -1.116
H 3.484 -0.395 -2.309
H 2.550 2.533 -0.016
H 2.440 -2.767 1.167
H 0.678 -2.671 1.012
H -0.251 -0.657 -4.053

Atomic partial charges in e from the Löwdin method, atoms 1 to 6: atom 1 (Pd): 0.388, atom 2 (S): 0.582, atom 3 (S): 0.940, atom 4 (S): 0.597, atom 5 (S): 0.932, atom 6 (Si): 0.365